Entry from the Open Molecules 2025 dataset: a molecular structure, C22H47NOP2SiW in a non-equilibrium geometry (the ωB97M-V functional and the def2-TZVPD basis).

## Properties
expectation value of S² = 2.04
multiplicity = 3
LUMO energy (spin up / spin down) = 0.17 / -0.09 eV
orbital gap (spin up / spin down) = 6.5559 / 7.4707 eV
ΔE to the lowest compared entry with this formula, charge and spin = 11.5 kJ/mol
E_HOMO (spin up / spin down) = -0.235 / -0.278 hartree
strongest force on any atom = 0.075 Eh/bohr

Cartesian coordinates (Å):
W (-0.258930, 0.264542, -0.999339)
Si (0.647608, -1.659217, -2.094880)
P (0.729814, 1.617853, -2.685831)
N (-2.041322, 0.673683, -1.208852)
H (1.176255, 0.562092, -0.155166)
C (1.101125, 3.376962, -2.408369)
H (1.359224, 3.860602, -3.368850)
H (1.943629, 3.483493, -1.716829)
H (0.230417, 3.884492, -1.980678)
C (2.246037, 1.096189, -3.583278)
H (2.420183, 1.809556, -4.407445)
H (2.153307, 0.092829, -4.015336)
H (3.114145, 1.098509, -2.914234)
C (-0.493897, 1.705119, -4.080882)
H (-0.072791, 2.321839, -4.895680)
H (-1.427713, 2.166887, -3.723784)
H (-0.727925, 0.702106, -4.470297)
C (2.424498, -2.369526, -2.204155)
H (2.870824, -2.541876, -1.217566)
H (3.088329, -1.695532, -2.755004)
H (2.408691, -3.330922, -2.742139)
H (-0.094448, -2.930345, -1.887856)
H (0.433461, -1.451831, -3.568169)
C (-3.349690, 0.774041, -1.549799)
C (-5.576928, 1.610489, -1.067024)
C (-4.197697, 1.782322, -1.011038)
C (-3.914878, -0.212778, -2.403369)
C (-5.291579, -0.402347, -2.404061)
C (-6.126830, 0.494677, -1.719602)
H (-6.229472, 2.349386, -0.604449)
H (-3.711962, 2.656533, -0.559710)
H (-3.220137, -0.830685, -2.991009)
H (-5.708248, -1.237138, -2.962122)
H (-7.210084, 0.336363, -1.719701)
C (4.344613, 0.329975, 0.099855)
O (3.478257, -0.526316, -0.111776)
C (4.090759, 1.522936, 1.001695)
H (4.910173, 2.243556, 0.884075)
H (4.053536, 1.184099, 2.049124)
H (3.136053, 1.996898, 0.735911)
C (5.724312, 0.230987, -0.523400)
H (6.173095, 1.227643, -0.601108)
H (5.626195, -0.235400, -1.509938)
H (6.365687, -0.385206, 0.119557)
C (-0.781074, -3.370925, 0.937855)
C (-1.282431, -2.232503, 1.818644)
C (-1.205662, -2.723254, 3.275686)
P (-0.508146, -0.567818, 1.395906)
C (-1.773502, 0.642981, 2.094522)
C (-2.431852, 0.288010, 3.440277)
C (-1.194844, 2.058365, 2.158535)
C (1.015080, -0.485168, 2.496168)
C (0.776919, -0.260717, 3.994609)
C (1.940369, -1.685684, 2.302085)
H (0.295907, -3.552605, 1.065840)
H (-0.988667, -3.222057, -0.127140)
H (-1.296735, -4.295834, 1.238651)
H (-2.340699, -2.035931, 1.574134)
H (-0.200870, -3.078378, 3.540929)
H (-1.552614, -2.003631, 4.022305)
H (-1.870370, -3.598391, 3.356849)
H (-2.563208, 0.610398, 1.318584)
H (-1.710714, 0.308673, 4.271922)
H (-3.182595, 1.062835, 3.663902)
H (-2.955588, -0.673235, 3.432233)
H (-0.916244, 2.465668, 1.175267)
H (-1.958808, 2.731438, 2.575836)
H (-0.317943, 2.113647, 2.818064)
H (1.530522, 0.403367, 2.084103)
H (0.335012, -1.143134, 4.478621)
H (1.758010, -0.108763, 4.467985)
H (0.171558, 0.621681, 4.226040)
H (2.265775, -1.785507, 1.257376)
H (2.846915, -1.506471, 2.905773)
H (1.500778, -2.624572, 2.670946)

Cartesian forces, eV/Å:
-3.2169 0.1271 2.1571
1.1529 -1.9508 -1.3830
0.3928 0.3286 -1.9206
1.4933 0.2704 -0.7778
1.3143 0.9066 0.5474
0.0310 0.4079 -0.1154
-0.0903 -0.2108 0.4091
-0.1499 -0.0543 -0.0830
0.1300 -0.1079 -0.0348
0.1617 0.1567 -0.2006
-0.0045 -0.2050 0.3061
-0.1759 0.2203 0.2262
-0.1961 0.0234 -0.0437
0.1688 0.2775 -0.0690
-0.1760 -0.2403 0.2529
0.3390 -0.1821 -0.0480
0.1872 0.2982 0.2766
0.1453 -0.1844 0.2058
-0.0824 0.0629 -0.2597
0.0119 -0.0252 0.1497
-0.1324 0.3057 0.0903
-0.3087 -0.0880 -0.0141
-0.2292 0.0419 -0.2814
-1.2695 0.0629 -0.1228
-0.0498 -0.1268 -0.3679
0.4477 -0.6262 -0.1558
0.1352 0.1453 0.5938
0.0261 0.5031 -0.1646
0.0965 -0.0018 0.0887
0.0819 -0.1626 -0.1149
-0.3462 -0.4616 0.1129
-0.4159 0.0584 0.5287
-0.0526 0.1874 0.0546
0.4287 0.0900 0.0110
-1.3662 -1.3751 -0.2943
1.9685 1.7427 0.5002
0.1680 0.0501 -0.0799
-0.3098 -0.0739 0.2298
-0.0670 0.1325 -0.3079
0.1506 -0.2415 0.1424
-0.2723 0.1263 -0.1286
0.0248 -0.2828 -0.0991
0.1782 0.0046 0.2587
-0.1184 0.0607 -0.1533
-0.1113 -0.3811 -0.3650
-0.1383 0.2686 -0.0732
-0.3260 -0.1675 0.1812
0.0147 -0.4481 0.9780
-0.0541 -0.3306 -0.0272
-0.0466 0.3170 0.1674
-0.0915 0.3803 -0.0503
-0.2226 0.5340 -0.3047
0.2087 -0.0473 0.2577
0.3646 -0.0988 -0.0821
-0.2860 0.1313 -0.1186
0.1412 0.0814 0.3324
0.1186 0.1804 -0.0581
0.1851 -0.1709 0.0312
-0.3190 0.1944 -0.0746
0.2442 -0.1799 -0.1959
0.1691 0.1958 -0.0321
0.3614 0.0879 0.2618
-0.4127 -0.1391 -0.3159
0.1431 -0.2012 -0.1000
0.1413 0.2288 -0.0562
-0.0129 -0.3050 0.2180
0.1797 -0.1165 -0.0719
-0.1785 -0.0038 -0.1822
-0.1448 -0.3407 0.1836
0.1044 0.4154 -0.1546
-0.1556 -0.0047 -0.0789
0.2128 -0.2590 -0.1020
-0.2542 -0.0927 0.3393
-0.1989 -0.0844 -0.2028
0.1596 0.3657 -0.2266

***

Entry from the Open Molecules 2025 dataset: 3 unconnected molecules or ions with the total composition C19H36F2N2O9S in a non-equilibrium geometry (the ωB97M-V functional and the def2-TZVPD basis).

## Properties
LUMO energy = -2.11 eV
orbital gap = 6.6138 eV
SMILES = CC[C@@H](F)C1=C(S(=O)(=O)F)C(=O)OC1=O.COCCNCCOC.COCCNCCOC
E_HOMO = -0.321 hartree
strongest force on any atom = 0.023 Eh/bohr

Cartesian coordinates (Å):
C (5.076056, 0.143485, 6.828094)
C (4.152882, 0.260546, 5.607541)
C (3.482314, -1.066632, 5.219112)
F (3.949839, -2.144414, 5.973553)
C (1.974808, -1.149110, 5.268631)
C (0.991420, -0.627169, 6.010842)
S (1.091687, 0.462920, 7.383595)
O (-0.181993, 0.543104, 7.995686)
O (2.263454, 0.169680, 8.120891)
F (1.336479, 1.792434, 6.621538)
C (-0.325470, -1.167804, 5.524709)
O (-1.419060, -0.993388, 5.928752)
O (-0.044616, -1.973933, 4.443001)
C (1.308793, -2.074291, 4.288854)
O (1.835761, -2.787525, 3.506347)
H (4.642473, -0.463860, 7.615704)
H (5.303627, 1.124765, 7.236874)
H (6.000531, -0.344813, 6.520897)
H (4.793063, 0.538299, 4.769083)
H (3.435014, 1.068132, 5.713109)
H (3.735595, -1.283483, 4.178348)
C (-3.904872, -1.665826, -2.149617)
O (-4.356257, -0.523227, -1.451330)
C (-5.084926, -0.791890, -0.259555)
C (-4.288248, -0.434143, 0.976544)
N (-3.172133, -1.347981, 1.175054)
C (-2.188414, -0.930458, 2.169971)
C (-1.465780, 0.399050, 1.978373)
O (-0.554729, 0.429376, 0.896383)
C (-1.142432, 0.660305, -0.369774)
H (-3.579884, -1.335777, -3.135271)
H (-3.056179, -2.151229, -1.653350)
H (-4.705745, -2.400253, -2.273133)
H (-5.411305, -1.835625, -0.228736)
H (-5.978169, -0.161885, -0.285126)
H (-4.946483, -0.485033, 1.849280)
H (-3.966358, 0.609817, 0.862652)
H (-2.699930, -1.487539, 0.292484)
H (-1.427990, -1.712392, 2.209208)
H (-2.674532, -0.915456, 3.151297)
H (-0.858763, 0.563925, 2.874491)
H (-2.157080, 1.248372, 1.916876)
H (-1.984844, 1.353659, -0.307418)
H (-1.456341, -0.278288, -0.834429)
H (-0.380996, 1.102764, -1.013731)
C (1.558350, 2.029685, -7.966884)
O (2.123832, 2.174247, -6.680373)
C (1.387083, 3.000919, -5.789692)
C (0.719354, 2.197326, -4.694660)
N (-0.376151, 1.387827, -5.209834)
C (-0.904491, 0.392944, -4.280312)
C (0.037692, -0.679490, -3.739489)
O (0.451577, -1.636692, -4.693723)
C (1.520286, -1.247055, -5.534431)
H (2.317300, 1.581622, -8.605808)
H (0.680345, 1.373826, -7.965771)
H (1.273314, 2.998143, -8.387895)
H (0.655736, 3.605396, -6.334552)
H (2.103865, 3.682331, -5.323196)
H (0.322965, 2.890110, -3.945390)
H (1.499634, 1.594336, -4.211330)
H (-0.075181, 0.919526, -6.053298)
H (-1.721534, -0.119992, -4.793661)
H (-1.351178, 0.923675, -3.432065)
H (-0.522111, -1.246718, -2.990601)
H (0.904766, -0.257180, -3.216422)
H (2.242593, -0.618028, -5.007658)
H (1.166963, -0.727473, -6.429350)
H (2.024721, -2.156496, -5.859906)

Cartesian forces, eV/Å:
-0.1169 -0.2557 -0.0813
0.5095 -0.1552 0.0956
-0.0264 0.1479 -0.2229
-0.1334 0.2252 -0.0952
-0.1613 0.1812 0.4565
0.3804 -0.0956 -0.3761
-0.4979 -0.7639 0.7426
0.3070 0.2030 -0.2057
0.1215 0.1767 -0.1488
0.0235 0.3904 -0.1814
0.1598 0.1631 0.0560
-0.1844 0.0413 -0.0669
-0.2124 -0.3414 -0.0101
0.1540 0.1143 0.0194
-0.0171 -0.0850 -0.2252
-0.0945 0.0878 0.0610
0.0483 0.0506 -0.0646
0.0643 0.0781 0.1100
-0.1570 0.1114 -0.0830
-0.1587 -0.0742 0.1094
0.0056 -0.1927 0.0979
0.0009 0.0901 -0.0150
0.0754 -0.1134 0.0004
-0.1620 0.1508 0.0292
0.1657 -0.0717 -0.0132
0.0582 0.1768 -0.0959
-0.0709 -0.1943 -0.0532
0.0433 0.0250 0.2061
-0.0457 0.0622 -0.0402
0.2805 -0.0670 -0.0324
-0.0003 0.0224 0.0025
-0.0417 -0.0599 0.0111
0.0070 -0.0282 0.0046
0.0824 -0.0385 0.0120
-0.0108 -0.0254 -0.0197
0.0012 0.0164 0.0150
-0.0826 0.0401 0.0263
-0.0091 -0.0270 -0.0140
-0.0027 -0.0037 0.0530
-0.0076 0.0361 0.0053
0.0062 0.0164 -0.0096
-0.0459 -0.0367 -0.0832
-0.0821 -0.0768 -0.0075
-0.1793 0.0917 -0.0581
0.0446 0.0201 0.0613
0.0724 -0.0248 0.0323
-0.1043 -0.0409 -0.0765
0.1246 0.1253 0.1355
-0.0936 -0.1456 -0.0641
0.1323 -0.0702 0.0023
-0.0509 0.1005 -0.1282
-0.1470 -0.0817 0.1768
0.0281 0.0434 -0.0571
-0.0406 -0.1630 0.0019
0.0162 -0.0067 0.0162
-0.0429 0.0558 -0.0157
-0.0242 0.0023 -0.0120
-0.0576 -0.0633 -0.0178
-0.0072 0.0177 -0.0253
0.0015 -0.0104 0.0277
0.0413 0.0678 0.0503
0.0143 -0.0047 -0.0140
-0.0281 -0.0073 0.0418
0.0366 -0.0180 0.0384
0.0027 -0.0038 -0.0005
0.0474 0.0632 -0.1149
-0.0159 0.0672 -0.0164
0.0600 0.0984 0.0214
-0.0037 -0.0142 0.0260

***

Entry from the Open Molecules 2025 dataset: 9 unconnected molecules or ions with the total composition C20H41N5O12 in a non-equilibrium geometry (the ωB97M-V functional and the def2-TZVPD basis).

## Properties
LUMO energy = -0.01 eV
orbital gap = 8.5019 eV
SMILES = C[N+](=O)[O-].C[N+](=O)[O-].C[N+](=O)[O-].C[N+](=O)[O-].c1cc[nH]c1.CC(C)=O.CC(C)=O.CC(C)=O.CC(C)=O
E_HOMO = -0.313 hartree
strongest force on any atom = 0.076 Eh/bohr

Cartesian coordinates (Å):
C (3.271148, -5.767847, 19.233674)
N (3.851116, -6.970047, 19.960020)
O (3.830840, -6.968860, 21.146471)
O (4.275393, -7.852323, 19.254589)
H (2.285729, -6.054545, 18.866011)
H (3.915248, -5.636214, 18.316727)
H (3.315619, -4.902964, 19.886865)
C (-1.971836, -7.563612, 14.625293)
N (-2.356703, -6.587037, 15.706206)
O (-2.332195, -5.377659, 15.424695)
O (-2.822213, -7.025972, 16.738356)
H (-2.645276, -7.304803, 13.814468)
H (-2.000388, -8.568217, 15.034762)
H (-0.950183, -7.342701, 14.254202)
C (2.159114, -13.749144, 16.118282)
N (0.884519, -14.198543, 16.764816)
O (0.586489, -15.403519, 16.711684)
O (0.187848, -13.413000, 17.351113)
H (2.480268, -12.816645, 16.526066)
H (1.933752, -13.682476, 15.087603)
H (2.945328, -14.470409, 16.285866)
C (0.879948, -3.396682, 16.419281)
N (0.796235, -4.831137, 15.921062)
O (0.616842, -5.738386, 16.733237)
O (0.955332, -4.969007, 14.735175)
H (0.397176, -3.268272, 17.370341)
H (0.425420, -2.778523, 15.597902)
H (1.937074, -3.220661, 16.452303)
C (-1.170394, -2.975579, 19.429924)
C (-0.084630, -3.775017, 20.096701)
C (-0.206213, -5.076656, 19.702846)
N (-1.236711, -5.141584, 18.838885)
C (-1.784988, -3.901497, 18.623188)
H (-1.490472, -1.981542, 19.407803)
H (0.672343, -3.420455, 20.815951)
H (0.436596, -5.841805, 20.001325)
H (-1.593022, -5.994367, 18.363715)
H (-2.605661, -3.704587, 17.925855)
C (1.671811, -12.872834, 20.578035)
C (2.386027, -11.596350, 20.102005)
C (2.774894, -10.574452, 21.090280)
O (2.675994, -11.416054, 18.919507)
H (2.469531, -13.577234, 20.785312)
H (1.126934, -13.301459, 19.708626)
H (1.090957, -12.703221, 21.488991)
H (3.566060, -11.080019, 21.708085)
H (1.825960, -10.521950, 21.786689)
H (3.002013, -9.595357, 20.688178)
C (3.996268, -5.070012, 14.117619)
C (4.312176, -5.373470, 15.572252)
C (4.754207, -6.743741, 15.801149)
O (4.174790, -4.522972, 16.412013)
H (4.884266, -5.285862, 13.440278)
H (3.660206, -4.045429, 14.044008)
H (3.225999, -5.772168, 13.857146)
H (5.717454, -6.821443, 16.340860)
H (4.850167, -7.358798, 14.887214)
H (4.061977, -7.303898, 16.380303)
C (1.242397, -10.253404, 12.239147)
C (0.822854, -11.544960, 12.964359)
C (-0.399352, -12.174298, 12.356610)
O (1.514060, -12.031232, 13.821720)
H (0.442274, -9.758119, 11.636231)
H (2.047484, -10.495748, 11.486002)
H (1.785529, -9.667541, 12.894725)
H (-0.189608, -12.356547, 11.292946)
H (-1.180180, -11.503878, 12.537974)
H (-0.657197, -13.125886, 12.839414)
C (-0.058325, -9.452155, 17.941729)
C (0.737165, -9.175922, 16.739870)
C (2.139302, -8.898202, 16.892019)
O (0.241195, -9.283300, 15.644741)
H (-1.115438, -9.706615, 17.724736)
H (-0.027878, -8.578765, 18.573173)
H (0.453154, -10.275998, 18.469517)
H (2.725432, -9.662208, 16.368436)
H (2.451539, -9.001151, 17.920981)
H (2.444896, -8.021891, 16.395388)

Cartesian forces, eV/Å:
1.3565 -0.5130 -1.2730
-0.6839 1.4127 -1.8801
0.0136 -0.1661 1.9774
0.3599 -0.7839 -0.2922
-0.0210 0.1639 0.3229
-0.6846 0.0750 1.1462
-0.2974 -0.1311 0.0226
0.8885 0.7376 -0.0850
-0.5504 1.3856 -0.8259
0.3704 -1.7252 0.4123
0.4922 -0.0610 0.1040
-0.2587 -0.4287 -0.0079
-0.2514 0.1365 -0.1576
-0.5466 0.0534 0.6011
-0.0565 -0.5984 0.6903
-0.1833 -2.2134 0.5912
0.8765 1.2635 -0.4880
-0.0024 1.0813 0.0119
-0.2790 0.7102 0.2760
-0.1122 0.1997 -0.9619
-0.1979 -0.5011 0.1393
-0.6447 -0.1394 -1.6021
-0.3014 0.4092 1.2717
0.3267 0.6169 -0.8904
-0.0299 -0.5055 -0.3524
-0.1860 -0.2167 0.3270
0.4157 -0.6270 0.9694
0.5907 0.2320 0.1738
1.8482 -3.4597 0.0506
-0.7068 2.1169 0.3030
-0.3590 2.1188 0.1549
-1.5034 -1.3764 -1.6293
-0.4579 0.2436 0.3169
0.1615 1.4088 0.4589
-0.6204 -0.1337 -0.5286
0.3828 -1.3769 0.1725
0.5340 1.0976 0.5453
0.3884 -0.5663 0.3396
0.4245 0.5582 -1.0522
0.1619 -0.0588 -2.0693
-2.0221 -0.9510 2.7493
-0.5367 -0.6543 0.9215
0.1840 -0.2636 0.3012
-0.0123 0.4123 0.8049
-0.0679 -0.1824 -0.3565
-0.4346 0.9691 -0.3493
1.9137 0.3019 -0.9316
0.4162 -0.1819 -0.0483
1.3440 -0.1452 -0.0385
-0.0522 0.8498 -2.0598
1.6595 -1.8899 -0.0332
-0.0646 0.2563 0.9467
-0.9935 0.3346 0.9018
-0.0865 0.1260 -0.2909
-0.5519 -0.2072 -0.4616
-0.4429 0.3095 -0.1661
0.0549 0.6491 0.1661
-0.5637 -0.1345 0.8733
-0.1808 -1.5092 -2.1042
0.5353 0.5500 -1.4877
1.2185 -1.7071 0.5352
-0.1815 0.0843 0.1390
0.5493 -0.2295 0.9302
-0.8632 -0.3202 0.4985
0.5000 1.7043 1.5460
-0.3516 0.3097 0.2203
-1.4822 1.0794 -0.2755
0.2124 0.2069 -0.1031
-0.7791 -0.6783 0.7871
-1.3496 -0.7697 -0.8490
1.9348 -1.2656 0.6197
-0.4773 0.1603 -1.1744
0.7583 0.0992 -0.0058
0.0189 0.3554 0.5257
-0.3425 0.2559 -0.0309
-0.3006 -0.2533 -0.0291
0.2820 0.5336 0.2367
-0.1018 1.3560 -0.1904